1.
Entry from the Open Molecules 2025 dataset: C26H46BrCaClN4NaO4PS2Si2 as an isolated structure (ωB97M-V/def2-TZVPD).

Geometry as XYZ:
```
89
Properties=species:S:1:pos:R:3:mulliken_charge:R:1
N 4.27675 -0.75684 2.54515 -0.698
C 3.77274 0.56731 1.99332 -0.009
C 2.78666 1.30861 3.06643 -0.032
C 2.75720 2.90715 2.90283 -0.862
C 1.64339 3.46994 1.88854 -0.257
C 1.26139 2.48047 0.68423 -0.352
C 0.07393 1.43449 1.05391 0.346
C -1.09646 1.83507 1.99146 -0.647
C -2.19362 0.76584 2.35156 0.411
P -3.57335 1.28271 3.54089 0.140
S -5.11641 0.15262 3.19917 -0.343
C -2.12934 -0.67846 1.77749 -0.830
C -0.94856 -1.07460 0.82998 0.386
N -0.61594 -2.32239 0.18359 -0.314
S 0.82847 -2.11421 -0.73738 0.054
N 1.27408 -0.45357 -0.43035 -0.451
C 0.20063 -0.02378 0.43168 0.090
H 3.57154 -1.44330 2.20218 0.283
H 4.21031 -0.75787 3.57322 0.312
H 3.24838 0.31364 1.01070 -0.156
H 4.67136 1.27167 1.87412 0.221
H 3.27759 1.09943 4.09155 0.341
H 1.75159 0.81477 3.11997 0.002
H 3.82406 3.31016 2.69484 0.291
H 2.48578 3.33213 3.94845 0.241
H 2.10286 4.41107 1.39370 0.234
H 0.69317 3.86267 2.42231 0.226
H 0.80392 3.14882 -0.14702 0.471
H 2.15991 1.96225 0.19423 0.054
H -1.18529 2.87624 2.45182 0.161
H -3.84231 2.69296 3.53286 0.113
H -3.07370 0.98208 4.87001 0.107
H -2.89460 -1.48063 2.04823 0.440
C 4.28316 6.66185 -1.40200 -1.055
C 3.40169 5.45583 -1.58039 0.654
O 2.70110 5.04300 -0.66928 -0.523
C 3.41554 4.77669 -2.92203 -0.825
H 4.16871 7.04470 -0.38412 0.371
H 5.36187 6.38165 -1.55829 0.177
H 3.98993 7.44426 -2.10604 0.435
H 4.42074 4.41523 -3.14600 0.281
H 3.08461 5.47259 -3.69440 0.277
H 2.73201 3.92360 -2.90210 0.262
C -7.39754 -4.72617 4.14107 -1.007
Si -6.89045 -5.71877 2.61280 0.128
C -8.42049 -5.87178 1.53174 -1.036
C -6.41060 -7.43308 3.21647 -1.036
N -5.59069 -4.89335 1.82588 -0.110
Si -4.87051 -5.51555 0.38382 0.126
C -6.08267 -5.63498 -1.04779 -1.033
C -4.06658 -7.19598 0.63455 -1.046
C -3.50052 -4.33197 -0.16167 -0.964
H -8.22387 -5.22429 4.65835 0.268
H -6.56102 -4.63609 4.83872 0.245
H -7.72686 -3.72218 3.85719 0.236
H -9.27609 -6.19837 2.13329 0.352
H -8.28330 -6.60852 0.73766 0.314
H -8.67562 -4.91077 1.07870 0.248
H -5.46837 -7.40101 3.77075 0.244
H -6.30532 -8.13878 2.38952 0.315
H -7.18223 -7.82767 3.88475 0.353
H -6.78971 -6.45544 -0.91190 0.291
H -5.54506 -5.82054 -1.98417 0.358
H -6.64362 -4.70379 -1.16159 0.242
H -3.42599 -7.19339 1.52009 0.235
H -3.44478 -7.45086 -0.23056 0.363
H -4.81071 -7.98870 0.74222 0.303
H -2.73282 -4.24680 0.61195 0.122
H -3.90514 -3.33721 -0.36733 0.270
H -3.02536 -4.70396 -1.07606 0.304
C 6.79737 3.58871 -7.66256 -0.403
C 6.74971 4.35455 -6.53810 -0.390
C 5.50165 4.97202 -6.09223 0.143
O 5.45357 5.67041 -5.07158 -0.632
C 4.30566 4.72728 -6.91061 -0.375
C 4.35497 3.96977 -8.02380 -0.515
C 5.60317 3.34978 -8.47440 -0.091
O 5.65174 2.64599 -9.51136 -0.782
H 7.71989 3.12348 -8.00568 0.557
H 7.62528 4.54020 -5.92760 0.412
H 3.38722 5.18921 -6.56926 0.375
H 3.47881 3.78464 -8.63385 0.414
O 2.41110 -0.03598 5.58313 -0.597
H 1.77228 -0.72171 5.34906 0.310
H 2.07037 0.32764 6.41055 0.275
Ca 7.67386 4.16913 -9.69201 1.351
Br 6.94727 6.41948 -2.04100 0.069
Cl 8.44783 6.69528 -0.09287 -0.226
Na 2.73870 -0.67574 -1.91330 0.994
```

## Properties
- DFT total energy (a.u.) = -7128.65587
- lowest unoccupied orbital energy (eV) = -3.29

=====

2.
Entry from the Open Molecules 2025 dataset: C26H46ClLaO2P as an isolated structure (ωB97M-V/def2-TZVPD).

Geometry as XYZ:
```
77
Properties=species:S:1:pos:R:3:mulliken_charge:R:1
La 0.30492 0.46352 0.80277 1.450
P 0.11738 0.52179 -2.30761 -0.358
Cl 2.25484 1.66863 2.07142 -0.686
C -0.80387 2.27281 -0.14136 -1.293
H -0.79311 2.65670 0.88277 0.582
H -1.60641 1.43497 -0.00399 0.116
C 1.43599 -0.45703 -3.21228 0.392
C 0.20510 2.31262 -2.82125 0.144
C 2.82835 0.16347 -2.99877 -0.849
H 1.41097 -1.42916 -2.68840 0.598
C 3.90336 -0.85309 -3.41066 -0.747
H 2.91761 1.05570 -3.63598 0.265
H 2.99319 0.48132 -1.95857 0.346
C 3.72649 -1.31044 -4.86171 -0.804
H 4.89348 -0.40296 -3.26992 0.402
H 3.83709 -1.70641 -2.72356 0.257
C 2.28723 -1.70790 -5.22216 -0.914
H 4.03465 -0.48433 -5.51571 0.311
H 4.39943 -2.15050 -5.06609 0.407
C 1.23773 -0.71251 -4.70663 -0.113
H 2.18371 -1.80098 -6.31103 0.384
H 2.06794 -2.69907 -4.79967 0.397
H 1.34850 0.24203 -5.24147 0.114
H 0.23251 -1.09273 -4.92910 -0.025
C -1.55595 -0.12768 -2.88975 0.308
C 0.64828 2.58476 -4.25781 -0.623
H -0.84043 2.64322 -2.67563 0.645
C 0.58778 4.08846 -4.54242 -0.964
H 1.67998 2.22754 -4.38342 0.035
H 0.01625 2.04226 -4.97613 0.139
C 1.34663 4.93843 -3.51545 -0.771
H 0.98575 4.27159 -5.54668 0.393
H -0.46679 4.39459 -4.54572 0.382
C 0.97245 4.59680 -2.08012 -0.953
H 2.42670 4.79238 -3.64335 0.307
H 1.13823 5.99641 -3.69958 0.416
C 1.07028 3.09416 -1.83169 -0.264
H 1.61763 5.12755 -1.36811 0.387
H -0.05797 4.92920 -1.87469 0.361
H 2.11828 2.75408 -1.84155 0.320
H 0.66802 2.93959 -0.78779 -0.064
C -1.61202 -1.66848 -2.83902 -0.342
H -2.23871 0.26580 -2.11152 0.707
C -3.00653 -2.20264 -3.20358 -0.875
H -0.87038 -2.08769 -3.53744 0.113
H -1.33178 -2.03939 -1.84141 -0.150
C -3.52523 -1.64529 -4.53447 -0.659
H -2.97876 -3.29879 -3.24275 0.400
H -3.71034 -1.93619 -2.40328 0.348
C -3.41619 -0.11850 -4.62939 -1.056
H -2.95721 -2.09835 -5.35838 0.311
H -4.57118 -1.94279 -4.67170 0.351
C -2.03066 0.41910 -4.24073 -0.449
H -3.65591 0.21315 -5.64724 0.400
H -4.16273 0.33874 -3.96659 0.386
H -1.31083 0.14415 -5.02694 0.027
H -2.07230 1.51731 -4.22003 0.307
C -0.16661 -2.27662 1.38098 -0.695
C 0.22076 -1.44118 2.31288 0.084
H -0.73009 -1.86908 0.47551 -0.189
C -1.00702 -0.99761 3.15593 -0.666
H 1.19121 -1.20789 2.70783 0.748
C -1.23908 -2.24852 4.02383 -0.744
H -0.89404 -0.09196 3.75260 0.383
H -1.86838 -0.83734 2.46918 0.281
C -1.53809 -3.49997 3.12762 -0.588
H -0.30378 -2.43434 4.56732 0.337
H -2.00372 -2.12465 4.79244 0.422
C -0.69073 -3.60579 1.81078 -0.887
H -1.35117 -4.40901 3.71740 0.295
H -2.59644 -3.44751 2.82022 0.281
H 0.21562 -4.21993 1.96455 0.308
H -1.25088 -4.12291 1.02315 0.346
O 3.13789 -1.99882 1.42569 -0.620
C 3.04376 -2.57348 0.27568 -0.425
O 2.51037 -2.14801 -0.77718 -0.277
H 3.51664 -3.58021 0.24709 0.358
```

## Properties
- DFT total energy (a.u.) = -2001.77969
- net charge = -1
- lowest unoccupied orbital energy (spin up / spin down) (eV) = 2.16 / 2.32